1.
Formula: C37H34BrN2O4PSTi
Source: OMol25
Level of theory: ωB97M-V with the def2-TZVPD basis set

```
81
Properties=species:S:1:pos:R:3:forces:R:3
Ti 13.240927 10.760778 13.194800 -0.829 0.018 -1.721
O 12.935066 10.940440 8.983020 -0.238 -1.301 0.360
C 13.831385 11.893975 8.795767 -1.207 1.570 -1.031
C 13.559194 12.790529 7.723944 2.327 0.437 1.529
C 14.432054 13.842680 7.486912 1.167 -1.234 0.661
C 15.611520 13.954467 8.250716 -0.585 0.543 -0.258
C 15.673354 13.197142 9.428529 1.637 1.690 -0.310
C 14.839788 12.167705 9.719644 -0.548 -1.230 -0.124
C 15.054037 11.305170 10.968511 -1.120 1.370 0.222
O 13.860728 10.647339 11.334735 0.761 -0.244 0.185
N 15.368098 12.256232 12.067178 0.770 -0.153 0.754
N 14.990205 11.791808 13.284711 1.139 2.131 2.491
C 15.497892 12.163109 14.493991 -0.316 -0.929 -4.937
C 14.789535 11.832996 15.652380 0.727 -1.051 2.544
Br 12.916625 11.703200 15.572567 -0.603 0.422 0.929
C 15.383525 11.509102 16.837598 -1.253 1.026 -0.087
C 16.806456 11.574363 17.129415 0.344 -0.096 -0.582
C 17.176015 11.858658 18.440545 0.924 1.126 0.981
C 18.514782 12.026513 18.863611 -0.489 -0.655 -1.311
C 19.497640 11.687856 17.912419 0.831 0.319 0.090
C 19.147729 11.342880 16.610655 -1.292 0.808 -0.391
C 17.816585 11.411149 16.167683 0.913 -1.121 0.665
H 13.174013 10.565267 9.867317 -0.524 -0.187 -0.147
H 12.789778 12.677867 7.035587 -1.613 -0.631 -0.645
H 14.252821 14.496723 6.666412 -0.002 0.360 -0.583
H 16.421317 14.612055 7.865103 -0.740 -0.260 0.975
H 16.366673 13.496599 10.215283 0.587 -0.174 -0.655
H 15.911712 10.620694 10.871541 -0.380 -0.109 -0.112
H 15.753614 13.202167 11.903498 -0.350 -1.069 0.631
H 16.531870 12.456458 14.567278 -0.178 0.945 -0.117
H 14.709058 11.362419 17.708010 0.581 -0.040 -0.651
H 16.399268 12.197335 19.116128 -0.109 -0.416 0.164
H 18.739857 12.406706 19.865755 -0.013 -0.313 -0.493
H 20.593917 11.762952 18.063506 -0.926 -0.076 0.516
H 19.878447 11.145907 15.846968 0.454 -0.087 0.120
H 17.639259 11.174899 15.116449 -0.050 -0.116 0.573
O 11.109265 10.745546 12.881175 0.661 1.184 0.198
C 11.593768 11.921919 12.878718 0.193 -1.007 -0.396
C 10.872509 13.080326 12.428571 -0.676 0.444 -0.286
C 9.639552 12.802688 11.824607 0.478 0.400 -0.102
C 8.982209 13.796229 11.123338 -0.812 -1.467 0.188
C 9.482239 15.070869 11.138954 -0.622 0.128 -0.455
C 10.688344 15.367748 11.742569 -0.772 2.083 -0.352
C 11.404830 14.399615 12.385275 -0.077 -0.558 0.345
P 12.933847 14.925320 13.198658 1.473 -0.297 0.500
C 12.414375 15.762149 14.696296 -0.891 -1.064 1.701
C 13.402949 16.295738 15.537094 1.089 -0.780 -0.898
C 13.090978 16.821309 16.787214 -0.440 0.351 0.382
C 11.780719 16.701651 17.266974 -0.054 0.206 -1.396
C 10.817631 16.060718 16.438133 -0.647 0.340 2.771
C 11.096413 15.587113 15.209726 1.953 0.703 -1.577
C 13.374925 16.419174 12.293449 0.307 1.283 -2.166
C 13.696801 17.730244 12.797786 -0.537 -2.172 -1.583
C 13.941531 18.742839 11.916094 0.854 1.447 -2.237
C 13.981411 18.488221 10.489058 0.147 0.799 0.909
C 13.748422 17.214155 9.987284 -0.577 1.000 2.032
C 13.376270 16.224395 10.876141 1.179 -0.420 1.588
H 9.256741 11.795359 11.884225 -0.008 -0.054 -0.117
H 8.059299 13.490442 10.611316 0.345 0.622 0.196
H 8.856597 15.815950 10.684906 0.194 0.545 -0.230
H 11.009083 16.448202 11.709415 -0.241 -1.481 0.178
H 14.478805 16.203569 15.173091 -1.428 0.470 0.633
H 13.844903 17.367215 17.373542 -0.335 -0.457 -0.272
H 11.474840 17.248366 18.155001 0.059 -0.510 0.081
H 9.820240 15.842033 16.844899 0.345 0.519 -0.122
H 10.331988 15.208110 14.564098 -0.343 -0.422 -0.069
H 13.806097 17.916459 13.820978 -0.197 0.187 1.302
H 14.193187 19.780529 12.300313 -0.385 -1.452 -0.583
H 14.230155 19.283220 9.757697 -0.188 -0.386 0.821
H 13.748272 17.021552 8.963673 0.210 -0.263 -1.566
H 13.275614 15.203213 10.512169 -0.334 0.124 -0.098
C 11.807170 6.995787 13.489484 0.745 -0.563 -0.578
S 13.260789 7.551697 14.397297 0.375 1.908 -0.449
C 12.573120 7.591573 16.014770 0.076 -0.124 2.067
O 13.522220 9.095975 14.084018 -0.428 -3.723 0.658
H 10.953129 7.641484 13.631755 -0.013 0.467 -0.204
H 11.531811 5.989606 13.853900 0.416 0.357 0.020
H 12.173800 6.887425 12.447222 -0.630 0.261 0.504
H 11.519266 7.928711 15.998949 0.545 -0.207 -0.054
H 13.172025 8.335301 16.652808 -0.696 -1.287 -0.988
H 12.650924 6.528767 16.442267 -0.108 1.594 -0.534
```
Forces are in eV/Å.

Properties
Strongest force on any atom in eV/Å: 5.03
Spin multiplicity: 2
<S²>: 0.77
LUMO (alpha / beta) in eV: -3.47 / -3.58
Energy relative to the best compared isomer or geometry (same formula, charge and spin) in kJ/mol: 116.5
Highest occupied orbital energy (alpha / beta) in eV: -9.8 / -9.8
Charge: +1
M in u: 761.501

Here are the Mulliken charges for atoms 1 to 5, given in e: Ti -0.216; O -0.761; C 0.493; C -0.888; C -0.355



2.
Formula: C28H29AuN5O3S2
Source: OMol25
Level of theory: ωB97M-V with the def2-TZVPD basis set

```
68
Properties=species:S:1:pos:R:3:forces:R:3
Au 0.323776 0.208230 -0.128713 0.679 0.418 1.352
O -2.442080 -3.606301 0.072167 0.039 -0.272 0.025
C -3.648451 -2.993060 0.010435 -0.322 0.388 -0.040
C -4.786441 -3.792988 -0.056102 0.173 -0.084 -0.028
C -6.036722 -3.215992 -0.133981 -0.006 0.030 0.027
C -6.179841 -1.830464 -0.127371 -0.091 -0.016 -0.007
C -5.060977 -1.030250 -0.052137 0.099 -0.061 0.028
C -3.780700 -1.590602 0.009382 0.081 -0.411 0.080
C -2.589690 -0.722021 0.072718 -0.244 1.162 0.348
O -1.420450 -1.256194 0.014182 0.678 0.110 -0.258
N -2.804958 0.573943 0.193388 -1.375 -0.250 -0.486
N -1.715324 1.332753 0.134326 1.827 -0.255 0.000
C -1.734155 2.604362 0.192994 -0.517 -0.061 -0.138
S -0.221411 3.488949 0.151114 -0.019 0.270 -0.076
C -0.988435 5.098001 0.530587 0.156 -0.207 0.030
C -2.332947 5.130325 -0.159801 -0.099 -0.192 -0.001
S -3.198912 3.575191 0.231760 0.020 -0.054 0.146
H -1.781477 -2.892266 0.153591 -0.130 0.104 0.129
H -4.657152 -4.867302 -0.042367 -0.022 0.001 -0.013
H -6.911433 -3.850491 -0.193378 -0.003 0.003 0.012
H -7.164752 -1.386782 -0.176432 0.012 0.012 -0.005
H -5.144787 0.046678 -0.033233 0.001 0.011 -0.027
H -0.317120 5.875359 0.169261 -0.015 0.006 -0.018
H -1.090290 5.176340 1.611567 -0.027 0.063 -0.004
H -2.222930 5.195333 -1.241224 0.023 0.088 0.006
H -2.951888 5.952741 0.194898 -0.004 0.003 0.004
O 0.295114 0.321910 1.973360 -0.625 -0.115 -0.979
C 1.250814 0.186494 2.834931 0.837 -0.065 0.249
C 0.887213 0.006086 4.195124 -0.209 0.071 -0.151
C 1.819699 -0.157625 5.183722 0.051 0.028 -0.106
C 3.186927 -0.135365 4.880817 0.169 -0.020 -0.007
C 3.577217 0.042758 3.579692 0.006 -0.040 0.048
C 2.644593 0.201936 2.537223 -0.478 -0.124 0.138
C 3.106370 0.436559 1.193441 0.201 -0.053 0.045
N 2.389167 0.793472 0.124631 -0.997 -0.743 -0.681
C 3.257512 1.001012 -0.928575 0.144 0.017 -0.183
C 4.519348 0.759060 -0.507429 -0.142 0.065 -0.166
N 4.410076 0.391567 0.816746 -0.272 0.187 0.013
H -0.172661 0.000024 4.413736 0.006 -0.016 0.003
H 1.501810 -0.304062 6.207691 -0.043 0.015 -0.008
H 3.927936 -0.247395 5.659723 -0.016 -0.007 -0.001
H 4.639652 0.075846 3.368261 0.011 0.006 0.009
H 2.899392 1.331755 -1.888653 0.040 -0.045 0.006
H 5.460263 0.827190 -1.023358 0.021 0.021 0.073
H 5.173020 0.164158 1.427808 0.036 0.048 0.052
C 1.147994 -3.860642 -3.403392 0.014 -0.129 -0.292
N 1.356515 -3.194482 -2.093603 0.058 0.111 -0.022
C 0.090504 -3.146098 -1.310560 -0.088 -0.146 0.106
C 1.991983 -1.815827 -2.215830 -0.116 0.330 -0.115
C 1.099509 -0.811171 -2.901767 0.247 -0.360 0.263
C 1.099133 -0.758449 -4.297233 -0.092 0.101 0.009
C 0.240519 0.089712 -4.974109 0.021 -0.002 -0.062
C -0.619845 0.903988 -4.252377 0.103 -0.110 -0.022
C -0.585737 0.889728 -2.866472 -0.137 0.230 0.161
C 0.279359 0.050370 -2.172563 -0.147 0.319 0.494
H 0.793410 -4.875898 -3.242763 -0.004 0.030 0.111
H 2.084514 -3.883924 -3.956387 0.033 0.012 0.061
H 0.408680 -3.305823 -3.972735 -0.038 0.055 0.075
H 2.020169 -3.762516 -1.568066 0.009 0.012 0.019
H -0.655676 -2.576755 -1.858239 0.136 -0.028 -0.071
H 0.266627 -2.647174 -0.359764 0.178 -0.076 -0.118
H -0.276608 -4.154139 -1.130408 0.092 -0.043 -0.123
H 2.930607 -1.934111 -2.756215 -0.014 -0.166 0.005
H 2.204147 -1.495337 -1.198814 0.079 -0.100 0.068
H 1.790335 -1.376736 -4.858028 -0.005 -0.050 0.006
H 0.246955 0.117183 -6.055508 0.001 0.007 0.008
H -1.305980 1.564644 -4.764747 -0.001 0.012 0.003
H -1.239826 1.558487 -2.321540 0.021 -0.047 -0.004
```
Forces are in eV/Å.

Properties
Strongest force on any atom in eV/Å: 1.84
LUMO in eV: -3.86
Energy relative to the best compared isomer or geometry (same formula, charge and spin) in kJ/mol: 122.2
Highest occupied orbital energy in eV: -9.7
Charge: +1
M in u: 744.673

Here are the Mulliken charges for atoms 1 to 5, given in e: Au 1.865; O -0.682; C 0.291; C -0.761; C -0.401



3.
Formula: C30H31BrMnN6O4
Source: OMol25
Level of theory: ωB97M-V with the def2-TZVPD basis set

```
73
Properties=species:S:1:pos:R:3:forces:R:3
Mn 0.337862 -0.011889 0.403305 0.032 0.132 0.070
C -0.815030 2.594502 0.409155 0.003 0.000 -0.022
N -0.790433 1.516758 -0.602979 0.046 -0.009 0.127
C -2.194270 1.174158 -0.898514 -0.024 0.013 -0.029
C -2.436107 0.034483 -1.853949 -0.045 -0.085 0.068
C -3.614715 -0.695134 -1.695548 -0.015 0.010 0.006
C -3.902503 -1.699215 -2.597039 0.027 -0.019 -0.011
C -2.990818 -1.974936 -3.609614 -0.012 -0.002 0.025
C -1.836762 -1.216441 -3.668619 0.013 0.031 -0.001
N -1.566861 -0.221377 -2.823036 0.003 0.085 -0.040
C -0.020964 1.971052 -1.786229 -0.022 -0.064 -0.023
C 0.995686 0.962077 -2.246508 0.006 0.018 -0.033
C 1.622179 1.093451 -3.475929 0.000 -0.015 -0.014
C 2.544092 0.137517 -3.862737 -0.005 -0.005 0.009
C 2.800548 -0.929177 -3.014040 -0.025 0.038 -0.030
C 2.141039 -0.987953 -1.800333 0.039 -0.010 -0.037
N 1.271828 -0.044700 -1.417795 -0.047 0.012 0.008
C 0.562452 2.794695 0.971639 0.004 0.008 0.003
C 1.026623 4.013402 1.436006 0.000 -0.005 0.007
C 2.304175 4.078857 1.969592 0.002 0.004 -0.002
C 3.074778 2.928548 2.012706 0.001 0.001 0.001
C 2.540354 1.749635 1.522086 -0.001 -0.004 0.004
N 1.311099 1.688260 1.009891 -0.018 -0.018 0.017
H -1.477616 2.271923 1.212856 -0.002 0.002 0.010
H -1.206089 3.528419 -0.013993 0.005 -0.002 -0.002
H -2.716493 2.066149 -1.279363 0.037 0.007 -0.042
H -2.645229 0.891737 0.054950 -0.017 0.023 -0.030
H -4.272059 -0.478998 -0.863300 0.013 0.002 0.008
H -4.812837 -2.277653 -2.501216 -0.002 0.004 -0.002
H -3.167157 -2.762069 -4.330184 0.001 0.001 -0.006
H -1.091496 -1.400901 -4.435531 0.002 -0.007 0.002
H 0.500712 2.899126 -1.537809 0.021 -0.018 0.022
H -0.695356 2.190538 -2.614738 -0.019 0.024 -0.002
H 1.372674 1.926519 -4.120302 -0.004 -0.002 -0.003
H 3.046417 0.216644 -4.818288 -0.001 0.003 -0.004
H 3.497878 -1.710180 -3.281839 0.002 -0.001 0.000
H 2.276903 -1.807214 -1.102990 0.010 0.024 -0.039
H 0.394193 4.889577 1.382317 -0.001 0.000 -0.001
H 2.692721 5.016440 2.345090 -0.001 0.000 0.000
H 4.074358 2.936629 2.423319 0.000 -0.003 -0.001
H 3.075525 0.809734 1.546671 0.000 0.009 -0.001
C -0.226252 -4.809802 -1.356008 0.004 -0.012 -0.011
C -1.185719 -4.233156 -0.307165 0.012 -0.017 -0.069
C -0.886105 -4.833756 1.073880 -0.003 0.022 0.007
C -2.645463 -4.475073 -0.696768 -0.006 -0.017 0.021
C -0.925226 -2.788240 -0.210489 -0.015 -0.064 0.307
N -0.634292 -1.701726 -0.003566 0.037 0.004 -0.416
H -0.369275 -5.890424 -1.410656 -0.011 0.001 -0.002
H 0.804810 -4.597309 -1.075712 -0.008 -0.004 -0.006
H -0.424732 -4.383203 -2.340867 -0.005 0.000 -0.001
H -1.058344 -5.910643 1.032769 0.008 0.001 0.002
H -1.539978 -4.405202 1.834422 0.000 -0.002 0.003
H 0.151103 -4.646173 1.348562 -0.002 -0.017 -0.004
H -2.829884 -5.550340 -0.719425 0.001 0.003 0.005
H -2.859772 -4.064386 -1.681981 0.003 -0.008 -0.008
H -3.324510 -4.020508 0.025741 -0.003 0.001 -0.003
Br 0.666498 -1.963350 6.878149 -0.002 -0.001 -0.002
C -0.871958 -1.620179 5.827556 0.001 -0.009 0.001
C -2.125314 -1.931809 6.332149 0.000 0.001 -0.002
N -3.243629 -1.722798 5.644578 -0.001 -0.009 -0.001
C -3.132355 -1.194552 4.427579 -0.002 0.005 0.002
C -1.918795 -0.845772 3.849373 -0.018 0.038 0.015
C -0.753247 -1.066301 4.568414 0.010 0.007 0.004
C -1.861498 -0.268755 2.453294 0.033 -0.227 -0.120
O -2.890213 -0.258701 1.769696 0.015 0.075 0.065
O -0.706778 0.143718 2.107080 -0.039 0.136 0.021
H -2.225540 -2.364959 7.320497 0.000 0.001 0.001
H -4.046630 -1.034100 3.869963 -0.001 0.000 0.002
H 0.203472 -0.811223 4.131585 -0.003 0.001 -0.003
O 2.028207 -3.098125 0.397288 -0.075 -0.124 0.069
C 2.129863 -2.299831 1.328979 0.101 0.128 0.064
O 1.747747 -1.082553 1.368846 -0.016 -0.096 0.045
H 2.638356 -2.632350 2.256641 -0.026 -0.004 0.001
```
Forces are in eV/Å.

Properties
Strongest force on any atom in eV/Å: 0.42
Spin multiplicity: 2
<S²>: 0.77
LUMO (alpha / beta) in eV: 0.41 / 0.41
Energy relative to the best compared isomer or geometry (same formula, charge and spin) in kJ/mol: 0.0
Highest occupied orbital energy (alpha / beta) in eV: -7.8 / -7.1
M in u: 674.458

Here are the Mulliken charges for atoms 1 to 5, given in e: Mn 0.225; C -1.816; N 1.262; C -1.354; C 0.709



4.
Formula: C6H10O
Source: OMol25
Level of theory: ωB97M-V with the def2-TZVPD basis set

```
17
Properties=species:S:1:pos:R:3:forces:R:3
C -2.407959 0.867082 0.385156 -0.099 0.041 -0.075
C -1.259598 -0.009688 -0.023059 -0.062 -0.037 -0.613
C -0.217318 0.416468 -0.740711 -0.510 -0.201 -0.255
C 1.043947 -0.329494 -0.990017 -0.214 0.099 -0.109
C 1.497690 -1.458469 -0.083812 -0.135 -0.176 0.022
C 1.928707 -0.058542 0.210825 0.194 -0.059 -0.102
O 1.276617 0.625933 1.239908 -0.038 -0.353 0.541
H -3.230205 0.723120 -0.321432 -0.088 0.067 0.128
H -2.127443 1.925661 0.370467 -0.035 -0.177 -0.047
H -2.788157 0.631055 1.385057 0.122 -0.024 -0.160
H -1.316327 -1.071404 0.218447 -0.019 0.133 0.071
H -0.126562 1.484346 -0.961397 -0.229 -0.217 -0.141
H 1.425086 -0.315535 -2.009469 0.102 0.152 0.288
H 2.226931 -2.148602 -0.501806 -0.138 0.173 0.039
H 0.797992 -1.919244 0.606615 0.039 0.063 -0.076
H 2.969446 0.231248 0.080636 -0.305 0.037 0.137
H 0.307150 0.406065 1.134594 1.415 0.480 0.351
```
Forces are in eV/Å.

Properties
Strongest force on any atom in eV/Å: 1.54
LUMO in eV: 1.12
Energy relative to the best compared isomer or geometry (same formula, charge and spin) in kJ/mol: 161.1
Highest occupied orbital energy in eV: -9.1
M in u: 98.145
SMILES string: C/C=C/[C@@H]1C[C@@H]1O

Here are the Mulliken charges for atoms 1 to 5, given in e: C -1.249; C 0.259; C -0.713; C -0.109; C -0.636